Entry 1:
A single C3H5Cl2NS molecule. Source: OMol25; level of theory: ωB97M-V with the def2-TZVPD basis set.

Values from the calculation:
- SMILES = Cl[C@H]1CSN[C@@H]1Cl
- energy above the lowest of the compared OMol25 structures with the same formula, charge and spin (kcal per mole) = 37.65
- frontier orbital gap (Ha) = 0.31013
- spin multiplicity = 1
- highest occupied orbital energy (eV) = -7.8
- LUMO energy (Ha) = 0.02328

Geometry (Å):
C  0.590  1.101  0.623
C  0.638  -0.424  0.545
C  -0.260  -0.979  -0.523
N  -1.072  0.447  -0.999
S  -1.107  1.545  0.249
Cl  2.370  -0.878  0.328
Cl  -1.559  -2.071  -0.054
H  0.755  1.373  1.677
H  1.145  1.669  -0.197
H  0.350  -0.888  1.505
H  0.027  -1.307  -1.471
H  -1.876  0.412  -1.683


Entry 2:
C3H5Cl4KN2 as an isolated structure. Source: OMol25; level of theory: ωB97M-V with the def2-TZVPD basis set.

Values from the calculation:
- energy above the lowest of the compared OMol25 structures with the same formula, charge and spin (kcal per mole) = 41.08
- frontier orbital gap (Ha) = 0.19026
- spin multiplicity = 1
- highest occupied orbital energy (eV) = -7.5
- LUMO energy (Ha) = -0.08498

Geometry (Å):
K  -0.079  -0.015  0.005
Cl  -2.317  -5.405  -1.304
C  -2.948  -4.173  -0.051
Cl  -4.768  -3.550  -0.682
Cl  -2.824  -4.925  1.787
C  -2.346  -2.800  -0.102
N  -1.416  -2.078  -0.256
Cl  2.418  1.552  0.190
C  2.671  -0.576  0.279
H  3.678  -0.394  0.687
H  3.778  -0.606  -1.039
N  -1.724  2.297  0.013
H  -2.175  2.469  0.835
H  -2.395  2.373  -0.908
H  -0.841  3.058  0.336


Entry 3:
A single C3H5ClF2 molecule. Source: OMol25; level of theory: ωB97M-V with the def2-TZVPD basis set.

Values from the calculation:
- SMILES = FCC(Cl)CF
- energy above the lowest of the compared OMol25 structures with the same formula, charge and spin (kcal per mole) = 17.33
- frontier orbital gap (Ha) = 0.44319
- spin multiplicity = 1
- highest occupied orbital energy (eV) = -11.1
- LUMO energy (Ha) = 0.03509

Geometry (Å):
C  0.784  -0.283  -0.995
C  -0.202  0.418  -0.095
C  -0.105  -0.362  1.237
H  1.142  0.283  -1.866
H  0.589  -1.370  -1.244
H  -0.023  1.463  0.131
H  0.150  -1.406  0.955
H  -1.018  -0.101  1.782
F  2.030  -0.353  -0.297
F  0.923  0.256  1.886
Cl  -1.782  0.198  -0.879


Entry 4:
A 2-piece molecular cluster, C3H5ClF2NO overall. Source: OMol25; level of theory: ωB97M-V with the def2-TZVPD basis set.

Values from the calculation:
- energy above the lowest of the compared OMol25 structures with the same formula, charge and spin (kcal per mole) = 66.65
- frontier orbital gap (Ha) = 0.38888
- charge = +1
- spin multiplicity = 1
- highest occupied orbital energy (eV) = -15.9
- LUMO energy (Ha) = -0.19412

Geometry (Å):
C  -1.840  -1.649  -0.093
C  1.300  1.380  0.319
C  0.053  0.489  0.403
N  -0.109  -0.566  -0.616
O  -2.148  -1.195  0.917
F  -0.294  -0.235  -1.826
F  0.960  -1.404  -0.548
Cl  -1.982  -2.706  -1.245
H  2.126  0.822  0.296
H  1.402  2.150  -0.541
H  1.467  1.813  1.295
H  -0.769  1.222  0.277
H  -0.166  -0.118  1.364


Entry 5:
A single C3H5ClFNOS molecule. Source: OMol25; level of theory: ωB97M-V with the def2-TZVPD basis set.

Values from the calculation:
- SMILES = ON(C=S)C[C@H](F)Cl
- energy above the lowest of the compared OMol25 structures with the same formula, charge and spin (kcal per mole) = 67.27
- frontier orbital gap (Ha) = 0.31850
- spin multiplicity = 1
- highest occupied orbital energy (eV) = -8.8
- LUMO energy (Ha) = -0.00416

Geometry (Å):
C  -0.095  0.560  0.584
C  0.655  1.482  -0.532
C  0.391  -1.754  -0.136
H  -2.110  -1.382  0.708
H  -0.986  1.002  0.970
H  0.670  0.618  1.508
H  1.820  1.250  -0.838
H  -0.216  -2.742  -0.203
N  -0.440  -0.804  0.080
O  -1.850  -0.733  -0.201
F  0.513  2.768  -0.053
S  2.072  -1.594  0.234
Cl  -0.425  1.330  -2.121


Entry 6:
A 2-piece molecular cluster, C3H5ClINO overall. Source: OMol25; level of theory: ωB97M-V with the def2-TZVPD basis set.

Values from the calculation:
- ⟨S²⟩ = 2.009
- energy above the lowest of the compared OMol25 structures with the same formula, charge and spin (kcal per mole) = 16.89
- frontier orbital gap (spin up / spin down) (Ha) = 0.23494 / 0.30820
- spin multiplicity = 3
- highest occupied orbital energy (spin up / spin down) (eV) = -6.0 / -9.8
- LUMO energy (spin up / spin down) (Ha) = 0.01336 / -0.05157

Geometry (Å):
C  -1.108  0.330  1.235
C  1.150  -0.048  -0.696
C  -0.153  -0.751  -0.678
N  -1.028  -0.089  2.341
O  1.006  1.359  -0.780
Cl  -1.180  -0.400  -2.040
I  -0.014  -2.751  -0.040
H  -1.570  1.191  0.625
H  1.634  -0.276  0.241
H  1.932  -0.271  -1.553
H  -1.642  -0.012  3.118
H  0.972  1.716  -1.772


Entry 7:
An isolated ion of composition C3H5ClN and charge +1. Source: OMol25; level of theory: ωB97M-V with the def2-TZVPD basis set.

Values from the calculation:
- energy above the lowest of the compared OMol25 structures with the same formula, charge and spin (kcal per mole) = 67.80
- frontier orbital gap (spin up / spin down) (Ha) = 0.28871 / 0.26309
- charge = +1
- spin multiplicity = 1
- highest occupied orbital energy (spin up / spin down) (eV) = -12.8 / -12.9
- LUMO energy (spin up / spin down) (Ha) = -0.18158 / -0.21129

Geometry (Å):
C  -0.167  -2.618  -0.458
C  -0.839  -0.151  0.023
C  -0.185  -1.307  -0.264
N  -0.137  1.181  -0.142
Cl  -2.501  0.148  0.357
H  0.874  -1.185  -0.703
H  -0.249  1.648  0.715
H  0.837  1.412  -0.454
H  -0.752  1.669  -0.723
H  -0.316  -3.590  0.085


Entry 8:
C3H5ClN2 as an isolated structure. Source: OMol25; level of theory: ωB97M-V with the def2-TZVPD basis set.

Values from the calculation:
- energy above the lowest of the compared OMol25 structures with the same formula, charge and spin (kcal per mole) = 121.02
- frontier orbital gap (Ha) = 0.29355
- spin multiplicity = 1
- highest occupied orbital energy (eV) = -7.2
- LUMO energy (Ha) = 0.02853

Geometry (Å):
C  -0.254  0.366  -0.437
C  1.566  0.117  0.285
C  -1.449  0.975  0.083
N  -0.154  -1.048  -0.299
N  1.210  -1.105  0.045
Cl  3.130  0.580  -0.200
H  -2.053  1.006  -0.715
H  -1.894  0.565  0.972
H  -1.153  1.949  0.307
H  -0.804  -1.590  0.280
H  1.856  -1.816  -0.322


Entry 9:
A single C3H5ClN2 molecule. Source: OMol25; level of theory: ωB97M-V with the def2-TZVPD basis set.

Values from the calculation:
- SMILES = [H]/N=C(\N)C(=C)Cl
- energy above the lowest of the compared OMol25 structures with the same formula, charge and spin (kcal per mole) = 49.48
- frontier orbital gap (Ha) = 0.32967
- spin multiplicity = 1
- highest occupied orbital energy (eV) = -8.8
- LUMO energy (Ha) = 0.00684

Geometry (Å):
C  0.529  -0.372  -0.092
C  -0.712  0.324  0.104
C  -2.017  -0.150  0.247
H  2.517  0.224  0.143
H  1.629  1.640  0.168
H  1.485  -1.874  -0.708
H  -2.851  0.489  0.608
H  -2.011  -1.082  -0.172
N  1.651  0.548  -0.145
N  0.431  -1.640  -0.407
Cl  -0.652  1.894  0.254


Entry 10:
C3H5ClN2O2 as an isolated structure. Source: OMol25; level of theory: ωB97M-V with the def2-TZVPD basis set.

Values from the calculation:
- energy above the lowest of the compared OMol25 structures with the same formula, charge and spin (kcal per mole) = 133.51
- frontier orbital gap (Ha) = 0.36568
- spin multiplicity = 1
- highest occupied orbital energy (eV) = -10.1
- LUMO energy (Ha) = -0.00660

Geometry (Å):
C  -0.305  -0.437  -0.689
C  -1.574  0.240  -0.198
C  0.786  -0.455  0.577
N  -0.074  -0.887  -1.773
N  1.127  1.013  0.766
O  0.734  1.546  1.763
O  1.836  1.478  -0.098
Cl  2.278  -1.327  0.303
H  -2.031  -0.621  0.371
H  -2.161  0.442  -1.108
H  -1.489  1.229  0.356
H  0.053  -0.849  1.707
H  0.819  -1.371  -1.976


Entry 11:
An isolated ion of composition C3H5ClNO2 and charge +1. Source: OMol25; level of theory: ωB97M-V with the def2-TZVPD basis set.

Values from the calculation:
- energy above the lowest of the compared OMol25 structures with the same formula, charge and spin (kcal per mole) = 89.16
- frontier orbital gap (spin up / spin down) (Ha) = 0.28876 / 0.28879
- charge = +1
- spin multiplicity = 1
- highest occupied orbital energy (spin up / spin down) (eV) = -12.5 / -12.5
- LUMO energy (spin up / spin down) (Ha) = -0.17148 / -0.17146

Geometry (Å):
C  2.282  -0.491  0.426
C  -1.141  0.021  -0.037
C  0.113  0.330  -0.161
N  -2.243  1.071  -0.129
O  1.208  -0.348  -0.253
O  3.405  -0.965  -0.063
Cl  -1.972  -1.646  0.223
H  2.321  -0.579  1.445
H  -2.807  1.071  0.773
H  -2.929  0.959  -0.936
H  -1.595  1.899  -0.289
H  3.357  -1.322  -0.998


Entry 12:
C3H5ClO as an isolated structure. Source: OMol25; level of theory: ωB97M-V with the def2-TZVPD basis set.

Values from the calculation:
- energy above the lowest of the compared OMol25 structures with the same formula, charge and spin (kcal per mole) = 94.55
- frontier orbital gap (Ha) = 0.37063
- spin multiplicity = 1
- highest occupied orbital energy (eV) = -10.0
- LUMO energy (Ha) = 0.00253

Geometry (Å):
C  1.201  0.288  -0.125
C  -0.274  0.213  -0.496
C  -1.193  -0.728  0.405
H  0.953  0.808  0.965
H  1.738  1.111  -0.510
H  -0.616  1.389  0.212
H  -0.706  0.502  -1.564
H  -1.402  -0.720  1.677
O  -1.814  -1.585  -0.437
Cl  2.114  -1.278  -0.127


Entry 13:
A single C3H5ClO2 molecule. Source: OMol25; level of theory: ωB97M-V with the def2-TZVPD basis set.

Values from the calculation:
- SMILES = O=C[C@H](Cl)CO
- energy above the lowest of the compared OMol25 structures with the same formula, charge and spin (kcal per mole) = 32.45
- frontier orbital gap (Ha) = 0.39017
- spin multiplicity = 1
- highest occupied orbital energy (eV) = -10.3
- LUMO energy (Ha) = 0.01087

Geometry (Å):
C  -0.698  -0.804  -0.259
C  0.542  -0.262  0.331
C  0.903  1.248  -0.010
H  -1.846  0.776  -0.289
H  -0.796  -1.840  0.170
H  -0.622  -0.890  -1.350
H  0.390  -0.285  1.435
H  -0.032  1.779  -0.213
O  -1.816  -0.095  0.196
O  2.018  1.727  -0.025
Cl  1.957  -1.353  0.014


Entry 14:
C3H5ClO2P as an isolated structure. Source: OMol25; level of theory: ωB97M-V with the def2-TZVPD basis set.

Values from the calculation:
- energy above the lowest of the compared OMol25 structures with the same formula, charge and spin (kcal per mole) = 73.30
- frontier orbital gap (Ha) = 0.28591
- charge = -1
- spin multiplicity = 1
- highest occupied orbital energy (eV) = -4.1
- LUMO energy (Ha) = 0.13416

Geometry (Å):
C  1.533  0.457  -0.505
C  0.554  0.927  0.524
C  -0.933  0.123  0.131
O  2.237  1.257  -1.165
O  1.529  -0.778  -0.574
P  -0.506  -1.550  -0.566
Cl  -1.891  0.995  -1.094
H  0.605  0.611  1.603
H  0.400  1.934  0.377
H  -1.637  0.112  1.009
H  -0.089  -2.116  0.529
H  -1.801  -1.973  -0.269


Entry 15:
A single C3H5ClO2S molecule. Source: OMol25; level of theory: ωB97M-V with the def2-TZVPD basis set.

Values from the calculation:
- SMILES = CC(CCl)=S(=O)=O
- energy above the lowest of the compared OMol25 structures with the same formula, charge and spin (kcal per mole) = 73.87
- frontier orbital gap (Ha) = 0.29297
- spin multiplicity = 1
- highest occupied orbital energy (eV) = -9.6
- LUMO energy (Ha) = -0.06134

Geometry (Å):
C  0.723  -0.198  0.499
C  -0.415  -0.987  -0.130
C  0.680  1.446  0.016
O  3.107  0.105  1.253
O  2.304  -2.176  0.873
S  2.249  -0.819  0.558
Cl  0.858  1.615  -1.709
H  -0.319  -0.894  -1.226
H  -1.431  -0.509  -0.023
H  -0.334  -1.891  0.362
H  -0.339  1.959  0.243
H  1.414  1.825  0.742


Entry 16:
A single C3H5ClOS molecule. Source: OMol25; level of theory: ωB97M-V with the def2-TZVPD basis set.

Values from the calculation:
- SMILES = O[C@H]1[C@H](S)[C@H]1Cl
- energy above the lowest of the compared OMol25 structures with the same formula, charge and spin (kcal per mole) = 31.07
- frontier orbital gap (Ha) = 0.37813
- spin multiplicity = 1
- highest occupied orbital energy (eV) = -9.5
- LUMO energy (Ha) = 0.02803

Geometry (Å):
C  0.219  0.693  0.378
C  -0.515  -0.310  -0.539
C  0.615  -0.745  0.355
H  1.681  1.245  -0.625
H  -0.357  0.924  1.286
H  -0.290  -0.186  -1.561
H  -2.596  0.284  0.179
H  0.248  -1.397  1.134
O  0.927  1.702  -0.283
S  -2.158  -0.924  -0.152
Cl  2.227  -1.286  -0.171


Entry 17:
C3H5ClS2 as an isolated structure. Source: OMol25; level of theory: ωB97M-V with the def2-TZVPD basis set.

Values from the calculation:
- energy above the lowest of the compared OMol25 structures with the same formula, charge and spin (kcal per mole) = 76.95
- frontier orbital gap (Ha) = 0.29579
- spin multiplicity = 1
- highest occupied orbital energy (eV) = -9.2
- LUMO energy (Ha) = -0.04080

Geometry (Å):
C  -0.255  -1.009  -0.743
C  -1.025  -0.013  0.050
C  -0.177  0.915  0.940
H  2.427  -0.367  -0.764
H  -0.070  -0.294  -1.557
H  -0.643  -1.967  -0.960
H  -0.775  1.944  1.292
H  0.524  0.440  1.665
S  1.501  -1.372  0.332
S  -2.694  0.034  0.025
Cl  1.188  1.690  -0.280


Entry 18:
C3H5CoMgO3 as an isolated structure. Source: OMol25; level of theory: ωB97M-V with the def2-TZVPD basis set.

Values from the calculation:
- ⟨S²⟩ = 8.758
- energy above the lowest of the compared OMol25 structures with the same formula, charge and spin (kcal per mole) = 53.28
- frontier orbital gap (spin up / spin down) (Ha) = 0.26145 / 0.20470
- charge = +1
- spin multiplicity = 6
- highest occupied orbital energy (spin up / spin down) (eV) = -11.9 / -11.9
- LUMO energy (spin up / spin down) (Ha) = -0.17433 / -0.23119

Geometry (Å):
O  2.013  -0.133  -0.171
C  1.720  -0.680  1.000
C  0.623  -0.453  1.758
O  -0.309  0.518  1.477
C  -1.226  0.318  0.368
Mg  0.641  0.993  -0.941
H  2.400  -1.467  1.363
H  0.316  -1.172  2.523
H  -2.025  1.057  0.544
H  -1.541  -0.741  0.321
Co  -0.368  0.726  -4.086
O  -0.641  0.677  -2.380
H  -1.604  0.356  -1.777


Entry 19:
C3H5CsO4 as an isolated structure. Source: OMol25; level of theory: ωB97M-V with the def2-TZVPD basis set.

Values from the calculation:
- ⟨S²⟩ = 0.760
- energy above the lowest of the compared OMol25 structures with the same formula, charge and spin (kcal per mole) = 0.00
- frontier orbital gap (spin up / spin down) (Ha) = 0.16819 / 0.16077
- charge = -1
- spin multiplicity = 2
- highest occupied orbital energy (spin up / spin down) (eV) = -2.9 / -2.9
- LUMO energy (spin up / spin down) (Ha) = 0.06330 / 0.05587

Geometry (Å):
C  -0.947  -1.315  -1.709
C  0.317  -2.093  -1.409
O  1.406  -1.353  -1.098
Cs  2.078  1.999  0.156
H  -1.761  -2.002  -1.972
H  -1.254  -0.729  -0.831
H  -0.785  -0.623  -2.549
H  0.603  -2.801  -2.218
H  0.187  -2.800  -0.531
O  0.045  1.717  2.612
C  0.043  2.933  3.080
O  0.698  3.811  2.375
O  -0.630  3.258  4.096


Entry 20:
A single C3H5F molecule. Source: OMol25; level of theory: ωB97M-V with the def2-TZVPD basis set.

Values from the calculation:
- SMILES = C=CCF
- energy above the lowest of the compared OMol25 structures with the same formula, charge and spin (kcal per mole) = 47.55
- frontier orbital gap (Ha) = 0.40106
- spin multiplicity = 1
- highest occupied orbital energy (eV) = -9.9
- LUMO energy (Ha) = 0.03671

Geometry (Å):
C  -1.093  0.390  0.074
C  0.357  0.234  -0.102
C  1.309  -0.723  0.066
H  -1.533  0.738  0.933
H  -1.379  1.154  -0.771
H  0.855  1.090  -0.068
H  2.476  -0.375  0.075
H  0.695  -1.573  -0.169
F  -1.686  -0.936  -0.038